1.
{
  "formula": "C4H11FInNO",
  "method": "ωB97M-V with the def2-TZVPD basis set",
  "symbols": ["In", "F", "C", "C", "C", "O", "C", "N", "H", "H", "H", "H", "H", "H", "H", "H", "H", "H", "H"],
  "coordinates": [[16.72667, 21.27621, -13.80778], [15.99861, 20.02369, -11.24118], [12.90757, 24.63141, -15.45804], [14.06694, 23.92563, -14.71917], [13.83163, 23.76003, -13.19549], [14.77223, 22.96945, -12.45198], [14.12311, 22.48235, -11.18374], [14.14030, 22.55189, -15.26404], [11.94281, 24.28199, -15.09027], [13.00467, 24.66734, -16.54311], [13.08508, 25.69858, -15.32492], [14.95841, 24.54462, -14.82030], [12.77310, 23.60492, -12.98679], [14.02082, 24.80520, -12.95066], [14.90810, 22.31507, -10.44624], [13.48575, 21.65169, -11.48684], [13.40890, 23.23718, -10.85477], [13.51396, 21.84199, -14.91212], [14.08296, 22.53077, -16.27219]],
  "forces_ev_per_a": [[-1.61, -0.41, 1.69], [0.51, 0.97, -1.85], [0.05, 0.79, 0.26], [-0.21, -2.83, 0.78], [0.38, 1.52, -0.59], [-1.27, 0.28, 0.11], [0.19, 0.52, -1.02], [1.13, 1.15, -0.43], [0.00, 0.22, -0.34], [-0.05, -1.02, -0.13], [-0.37, 0.30, 0.91], [0.39, -0.50, -0.80], [0.07, -0.61, 0.32], [0.02, 0.38, 1.03], [-0.19, -0.39, -0.34], [0.39, -0.58, 0.36], [0.23, 0.37, 0.05], [-0.37, 0.03, 0.55], [0.72, -0.18, -0.55]],
  "de_lowest_kcal_mol": 103.1,
  "max_force_ev_per_a": 2.9,
  "charge": 2
}

***

2.
{
  "formula": "C3H13NO2S",
  "method": "ωB97M-V with the def2-TZVPD basis set",
  "symbols": ["C", "C", "C", "S", "N", "H", "H", "H", "H", "H", "H", "H", "H", "H", "H", "H", "O", "H", "H", "O"],
  "coordinates": [[-2.19934, 0.70041, 2.17350], [-1.29999, -0.24404, 1.38069], [-1.14159, 0.53629, 0.09657], [-0.09586, -0.46321, -1.16538], [0.04703, -0.58659, 1.86334], [-3.21437, 0.91585, 1.82947], [-2.39933, 0.20948, 3.10173], [-1.66669, 1.74915, 2.39614], [-1.92888, -1.16337, 1.17206], [-0.50500, 1.37088, 0.38537], [-2.04516, 0.97752, -0.26901], [0.85852, 0.59162, -1.39958], [0.75371, 0.04697, 1.55366], [0.33352, -1.46068, 1.34030], [3.24097, 1.22810, 1.53013], [3.37383, 0.63159, 0.18836], [2.67287, 0.83583, 0.84133], [1.36984, -2.05878, -6.36384], [2.07700, -1.50537, -5.07773], [1.76894, -2.31167, -5.57711]],
  "forces_ev_per_a": [[1.40, 1.77, 2.00], [-0.91, 0.06, -1.91], [1.95, -0.56, -0.91], [0.27, 2.50, 0.02], [-0.93, -2.41, 0.34], [0.41, -0.18, -0.87], [0.12, 0.01, 1.13], [-1.09, -2.30, -0.43], [0.99, 0.65, 0.42], [0.14, 0.14, -0.25], [-0.58, -0.25, -0.74], [-1.38, -1.62, 0.32], [0.19, 0.88, -0.19], [-0.56, 1.25, 1.05], [-0.68, -0.10, 0.01], [-0.86, -0.11, 0.12], [1.55, 0.26, -0.11], [-1.06, 1.07, -2.11], [-0.71, -1.26, -1.15], [1.77, 0.19, 3.26]],
  "smiles": "C[C@H](N)CS.O.O",
  "de_lowest_kcal_mol": 33.8,
  "max_force_ev_per_a": 3.7,
  "charge": 0
}

***

| no. | electronic energy (eV) | HOMO-LUMO gap (eV) | HOMO energy (eV) |
| --- | --- | --- | --- |
| 1 | -15729.1215 | 4.0 | -18.6055 |
| 2 | -19740.9749 | 9.1 | -8.7989 |